The following is a DFT calculation (ωB97M-V/def2-TZVPD) of a structure of composition C34H37N5OP2Pd.

For the HOMO energy, the calculation gives -13.747 eV. The charge is +2. The value obtained for the LUMO energy is -6.1 eV. For the frontier orbital gap, the calculation gives 7.655 eV.

Each line ends with the Löwdin charge.
Geometry (Å):
Pd  -0.198493  -0.284014  0.121933  0.5902
C  -1.013187  -3.270619  2.248928  -0.2633
C  -1.142211  -2.008887  3.093537  -0.3048
P  -0.358494  -0.558237  2.351290  0.9683
C  -1.375054  0.823553  2.936808  -0.3512
C  -2.370049  1.385557  2.138647  -0.1113
C  -3.175438  2.399196  2.640128  -0.0680
C  -2.992057  2.855536  3.938286  -0.0559
C  -2.008617  2.292299  4.741588  -0.0527
C  -1.198888  1.282443  4.244002  -0.0670
C  1.264746  -0.321962  3.093976  -0.3623
C  2.062143  0.704161  2.581951  -0.1307
C  3.280623  1.006053  3.165076  -0.0624
C  3.717831  0.282171  4.268273  -0.0482
C  2.934405  -0.737850  4.784661  -0.0496
C  1.708161  -1.039071  4.204680  -0.0719
C  -1.976918  -3.169922  1.069867  -0.3014
P  -1.259946  -2.212566  -0.279811  0.9701
C  -0.090440  -3.363460  -1.014665  -0.3516
C  -0.597906  -4.445509  -1.744850  -0.0827
C  0.267664  -5.399775  -2.250336  -0.0481
C  1.637396  -5.285142  -2.034734  -0.0477
C  2.141804  -4.221135  -1.304039  -0.0535
C  1.278126  -3.260189  -0.793084  -0.0967
C  -2.560345  -1.902313  -1.462917  -0.3779
C  -3.853392  -1.613263  -1.025572  -0.0805
C  -4.859677  -1.379851  -1.950331  -0.0559
C  -4.574813  -1.422534  -3.308793  -0.0485
C  -3.283164  -1.683762  -3.747329  -0.0487
C  -2.273681  -1.916657  -2.827690  -0.0973
H  -1.231983  -4.153226  2.847576  0.1260
H  0.014972  -3.397073  1.893723  0.1042
H  -0.747287  -2.154951  4.097996  0.0875
H  -2.189763  -1.729810  3.215528  0.1015
H  -2.534438  1.009680  1.136823  0.0786
H  -3.956007  2.825704  2.022473  0.1101
H  -3.620495  3.644939  4.329870  0.1163
H  -1.873346  2.638085  5.757951  0.1173
H  -0.424128  0.863544  4.876510  0.1124
H  1.732531  1.263475  1.714851  0.0703
H  3.895183  1.798741  2.757814  0.1147
H  4.671005  0.514407  4.725251  0.1184
H  3.273198  -1.301544  5.643724  0.1185
H  1.119151  -1.838022  4.632463  0.0996
H  -2.924370  -2.727447  1.375449  0.0853
H  -2.196225  -4.152227  0.645996  0.1102
H  -1.662204  -4.543014  -1.923910  0.1170
H  -0.125949  -6.235862  -2.813238  0.1183
H  2.308322  -6.033266  -2.436745  0.1177
H  3.206510  -4.136626  -1.128536  0.1131
H  1.670639  -2.435295  -0.220201  0.0528
H  -4.090917  -1.564644  0.029923  0.1006
H  -5.866391  -1.173521  -1.611409  0.1150
H  -5.364537  -1.253904  -4.029687  0.1168
H  -3.063240  -1.708914  -4.806446  0.1167
H  -1.268271  -2.116641  -3.176114  0.1160
N  3.591172  0.305966  -2.193367  0.0810
C  4.217265  -0.337072  -1.149159  -0.0599
C  3.248510  -0.548561  -0.224364  -0.1610
N  2.037518  -0.044748  -0.677600  -0.0239
C  2.294265  0.455458  -1.866887  -0.1830
H  4.019226  0.593654  -3.057485  0.1639
H  5.265953  -0.577198  -1.164888  0.1250
H  3.340508  -1.023333  0.737597  0.1064
H  1.575883  0.932439  -2.514467  0.1247
C  -1.461116  5.511895  -1.165880  0.0044
N  -1.152246  4.090264  -1.128163  -0.0730
C  -1.851105  3.065798  -1.900579  0.0012
C  -1.179661  1.821611  -1.362236  -0.4865
O  -1.383210  0.648860  -1.702144  -0.0276
N  -0.297858  2.135359  -0.399839  0.1246
C  -0.323199  3.477773  -0.276606  -0.3857
N  0.420792  4.124751  0.611903  0.2426
H  -1.809456  5.768452  -2.162907  0.1031
H  -0.562659  6.098602  -0.978589  0.0943
H  -2.231938  5.777022  -0.441876  0.1033
H  -1.697410  3.180523  -2.973905  0.1500
H  -2.923681  3.048854  -1.697116  0.1507
H  1.009307  3.589710  1.226145  0.1137
H  0.350353  5.116283  0.754197  0.1183

Cartesian forces (eV/Å) of the 3 atoms listed first:
-0.46 -0.27 -0.13
-0.04 0.03 -0.02
0.07 -0.15 0.17


The following is a DFT calculation (ωB97M-V/def2-TZVPD) of a cluster of 2 separate species, C6H14NS in total at a distorted geometry.

For the HOMO energy, the calculation gives -2.803 eV. The charge is -1. The value obtained for the LUMO energy is 3.5 eV. For the frontier orbital gap, the calculation gives 6.339 eV.

Each line ends with the Löwdin charge.
Geometry (Å):
C  0.836937  1.366826  -0.386839  -0.3286
C  1.718641  0.245211  -1.009069  -0.7633
S  2.773177  -0.435434  0.311422  0.1614
C  0.022030  0.945991  0.845292  -0.2789
N  -1.699391  1.039521  0.401302  0.0738
C  -3.366320  -1.014496  -1.862212  -0.0342
C  -1.061567  -0.154734  0.488659  -0.5223
C  -1.496599  -1.123882  1.579435  -0.0588
H  0.118366  1.770315  -1.119205  0.0924
H  1.522109  2.202122  -0.244866  0.0865
H  1.068936  -0.375577  -1.634845  0.0359
H  2.361098  0.783757  -1.707746  0.0219
H  -0.253601  1.852721  1.390456  0.1211
H  0.765048  0.399673  1.459365  0.0592
H  -3.870592  -1.664577  -1.145578  0.0168
H  -2.530583  -0.562533  -1.340271  -0.0229
H  -3.017189  -1.676409  -2.651652  0.0165
H  -4.001088  -0.197917  -2.194423  0.0181
H  -0.676134  -0.613720  -0.426747  0.1098
H  -1.775447  -2.062234  1.084957  0.0610
H  -0.690869  -1.357739  2.268565  0.0696
H  -2.452359  -0.768745  1.961607  0.0649

Cartesian forces (eV/Å) of the 3 atoms listed first:
-0.29 -0.12 -1.25
-0.17 1.42 0.51
-0.21 -0.55 -0.20


The following is a DFT calculation (ωB97M-V/def2-TZVPD) of a structure of composition C12H29NO2S2Zn.

For the HOMO energy, the calculation gives -14.862 eV. The charge is +2. The value obtained for the LUMO energy is -5.6 eV. For the frontier orbital gap, the calculation gives 9.291 eV.

Each line ends with the Löwdin charge.
Geometry (Å):
Zn  -0.370873  0.155341  0.151289  0.5139
S  -0.814755  2.453773  -0.131840  0.9237
S  -0.808705  -2.175764  0.096187  0.9119
C  -2.651218  2.431662  -0.114435  -0.2997
C  -0.532121  2.497787  -1.943391  -0.3921
C  -0.976334  1.242938  -2.667422  -0.2327
N  -0.385002  0.066145  -1.985111  -0.1583
C  -0.906176  -1.200998  -2.544788  -0.2343
C  -0.425956  -2.359734  -1.691867  -0.3874
H  0.549578  2.640433  -2.056869  0.0983
H  -1.059091  3.385227  -2.304866  0.1041
H  -0.634947  1.253742  -3.713378  0.1477
H  -2.067545  1.137978  -2.671398  0.1250
H  -0.540848  -1.306629  -3.577256  0.1479
H  -2.001405  -1.146667  -2.578055  0.1256
H  0.665948  -2.451762  -1.747394  0.0933
H  -0.886303  -3.301641  -2.006905  0.1040
C  -2.626613  -2.382511  -0.002703  -0.2986
H  0.624654  0.089376  -2.159446  0.1439
H  -3.100669  -1.588477  -0.587605  0.0486
H  -3.012013  -2.373211  1.021207  0.0450
H  -2.813765  -3.360413  -0.459208  0.0674
H  -2.952271  2.421374  0.938178  0.0473
H  -3.092662  1.570819  -0.632263  0.0490
H  -2.973140  3.368182  -0.584460  0.0667
C  5.059531  0.278428  -1.450496  -0.0740
C  5.187925  0.345968  -0.114263  -0.0919
H  4.968407  1.181549  -2.062485  0.0513
H  5.076651  -0.677535  -1.984139  0.0522
H  5.212966  1.307605  0.408862  0.0577
H  5.313905  -0.554607  0.495410  0.0495
C  2.344293  -1.065771  1.200816  -0.0500
O  1.361503  -0.006344  1.318787  -0.3128
C  1.180704  0.513334  2.676034  -0.1151
C  -0.151201  0.061301  3.245314  -0.1354
O  -1.162167  0.291634  2.230814  -0.3243
C  -2.493923  0.008945  2.670509  -0.0607
H  2.517824  -1.240026  0.130098  0.0915
H  1.961296  -1.988214  1.667612  0.1032
H  3.285048  -0.755902  1.679153  0.0942
H  2.008064  0.173802  3.314772  0.1508
H  1.184170  1.610128  2.569945  0.1433
H  -0.131886  -1.010429  3.492795  0.1447
H  -0.416362  0.635808  4.144454  0.1543
H  -2.543421  -0.969842  3.172895  0.1114
H  -2.834919  0.793212  3.361974  0.1160
H  -3.136161  -0.000009  1.784943  0.0840

Cartesian forces (eV/Å) of the 3 atoms listed first:
0.08 -0.01 0.58
-0.58 0.04 -0.41
-0.59 -0.39 -0.63


The following is a DFT calculation (ωB97M-V/def2-TZVPD) of a cluster of 2 separate species, C3H3N2P in total at a distorted geometry.

Its expectation value of S² is 2.022. For the HOMO energy (spin up / spin down), the calculation gives -8.969 / -11.351 eV. The charge is 0. The value obtained for the LUMO energy (spin up / spin down) is 0.3 / -3.5 eV. Its spin multiplicity is 3. For the frontier orbital gap (spin up / spin down), the calculation gives 9.251 / 7.863 eV.

Each line ends with the Mulliken spin population.
Geometry (Å):
C  -1.071034  -1.201286  0.171543  -0.1511
C  -0.851722  1.216696  -0.017137  -0.1389
C  -0.297315  -0.058321  0.003602  0.7258
N  -1.526824  -2.256185  0.283623  0.2372
N  -1.460768  2.210765  0.057143  0.2690
P  1.132321  -0.110962  -1.176778  0.0898
H  0.733053  -0.072774  1.707147  0.9115
H  1.887598  -0.866607  -0.111314  0.0504
H  1.454694  1.138674  -0.917828  0.0063

Cartesian forces (eV/Å) of the 3 atoms listed first:
0.20 -0.36 0.28
-2.06 0.92 1.06
-0.06 0.80 -3.32


The following is a DFT calculation (ωB97M-V/def2-TZVPD) of a structure of composition C28H44Cl5I2MoN4O2S3Si at a distorted geometry.

For the HOMO energy, the calculation gives -14.549 eV. The charge is +3. The value obtained for the LUMO energy is -9.9 eV. For the frontier orbital gap, the calculation gives 4.663 eV.

Each line ends with the Löwdin charge.
Geometry (Å):
Mo  -0.337543  0.248328  1.408132  0.8707
I  1.421466  -0.645358  3.465029  0.9414
C  -0.124718  -2.051931  4.049283  -0.9546
I  -1.220897  -2.421415  2.253787  0.9791
H  -0.808006  -1.659024  4.794961  -0.0103
H  0.333107  -2.982777  4.366597  -0.0082
Cl  2.267821  -3.123392  1.034114  0.5766
C  2.699383  -1.787785  0.019766  -0.8853
Cl  1.283415  -0.661755  -0.357007  0.5541
H  2.966673  -2.135415  -0.959013  0.0448
H  3.433692  -1.139417  0.485429  -0.0547
Cl  1.951522  -4.559036  -5.012863  0.7076
C  0.418845  -3.796351  -4.718837  -0.6567
C  -0.440553  -4.309805  -3.754980  -0.0902
C  -1.651990  -3.661589  -3.532682  -0.0250
C  -2.022230  -2.523671  -4.249024  -0.1741
C  -3.343409  -1.826702  -3.949340  -0.3056
C  -3.300209  -0.361420  -3.405133  -0.0222
N  -2.927171  -0.227431  -1.965656  0.0011
C  -3.808474  -0.525436  -0.950636  0.0033
C  -3.147120  -0.410680  0.206709  -0.1959
N  -1.832880  -0.050730  -0.037996  -0.1823
C  -1.727001  0.025315  -1.403790  -0.0876
O  -4.143578  -1.788493  -5.091889  -0.1183
C  -5.331704  -2.593192  -5.018028  -0.1076
C  -6.150539  -2.314619  -3.791089  -0.3298
C  -6.678051  -1.097938  -3.459289  -0.9725
Cl  -6.578031  0.347390  -4.374557  0.7352
S  -7.515339  -1.114730  -1.958910  1.0150
C  -7.159382  -2.777321  -1.742251  -0.3941
C  -6.441007  -3.279930  -2.782434  -0.1363
C  -1.130790  -2.060848  -5.224319  -0.5740
Cl  -1.524289  -0.693922  -6.209966  0.7875
C  0.080869  -2.683895  -5.460977  -0.1230
H  -0.180378  -5.209575  -3.214543  0.1112
H  -2.340967  -4.067532  -2.798222  0.1177
H  -3.814521  -2.404706  -3.146619  0.1317
H  -4.300266  0.054715  -3.503825  0.0717
H  -2.589702  0.248151  -3.954596  0.1033
H  -4.834534  -0.791949  -1.162300  0.1122
H  -3.519301  -0.552550  1.207672  0.0769
H  -0.846071  0.280377  -1.969989  0.1281
H  -5.062551  -3.653224  -5.046893  0.1398
H  -5.881496  -2.355800  -5.926553  0.1438
H  -7.542640  -3.303776  -0.881566  0.0764
H  -6.150603  -4.319916  -2.859294  0.1232
H  0.741002  -2.314284  -6.233950  0.1148
C  6.570447  -0.731696  0.815306  -0.0676
C  6.397879  0.774186  0.936786  -0.2315
N  6.119662  1.191507  2.314698  0.0330
C  4.926856  1.245055  2.894065  -0.7317
S  3.484481  0.911030  1.995736  0.5086
N  4.842974  1.611210  4.171162  0.0068
C  5.974582  1.900386  5.060050  -0.2090
C  6.616304  0.648552  5.639205  -0.0637
H  6.755702  -1.005122  -0.224356  0.0883
H  5.680425  -1.256051  1.167934  0.0522
H  7.419147  -1.079786  1.404492  0.0867
H  5.594560  1.143922  0.304274  0.0880
H  7.308252  1.288955  0.633231  0.1302
H  6.925492  1.384535  2.890793  0.1381
H  3.920616  1.608097  4.565183  0.1118
H  5.590064  2.540895  5.851244  0.1285
H  6.696854  2.512696  4.515738  0.1209
H  5.894366  0.077902  6.223542  0.0817
H  7.438873  0.925072  6.298039  0.0916
H  7.014974  -0.005302  4.861638  0.0725
C  2.281456  3.561133  0.071218  -0.1675
Si  0.485941  3.562856  0.503588  0.5064
C  0.018178  4.656708  1.924214  -0.1441
C  -0.661281  3.665625  -0.960662  -0.1403
O  0.170513  1.862888  1.110980  -0.5338
H  2.509233  4.526313  -0.394926  0.0640
H  2.543077  2.780217  -0.643943  0.0422
H  2.916483  3.447088  0.948909  0.0016
H  0.232282  5.683082  1.605447  0.0659
H  0.617033  4.475816  2.818123  0.0485
H  -1.041803  4.625598  2.181816  0.0379
H  -0.789700  4.724218  -1.208852  0.0616
H  -1.661261  3.266038  -0.779275  0.0276
H  -0.245775  3.180291  -1.846244  0.0468
C  -3.127567  2.204594  2.202175  -0.2891
S  -2.034345  1.005534  3.015220  0.7221
C  -1.242263  2.056085  4.254343  -0.3119
H  -3.294966  3.021978  2.900601  0.0673
H  -4.077091  1.721054  1.991181  0.0542
H  -2.677380  2.577845  1.287189  0.0292
H  -2.014946  2.389432  4.944252  0.0721
H  -0.748969  2.905602  3.782228  0.0279
H  -0.519214  1.449010  4.791197  0.0170

Cartesian forces (eV/Å) of the 3 atoms listed first:
0.20 0.52 -0.49
0.03 -0.02 0.23
0.00 0.00 -0.08


The following is a DFT calculation (ωB97M-V/def2-TZVPD) of a cluster of 3 separate species, H6O2S in total at a distorted geometry.

For the HOMO energy, the calculation gives -9.713 eV. The charge is 0. The value obtained for the LUMO energy is 0.8 eV. For the frontier orbital gap, the calculation gives 10.508 eV.

Each line ends with the Löwdin charge.
Geometry (Å):
S  1.989828  -1.617740  -4.562062  0.5089
H  2.243626  -0.332633  -4.389933  -0.2318
H  3.232351  -1.943396  -4.568782  -0.2610
H  1.318171  0.180811  -1.605736  0.0884
H  1.237627  -0.936925  -0.515347  -0.0086
O  1.865730  -0.402128  -0.945603  -0.0959
H  -4.014697  2.282781  6.059516  0.0643
H  -4.343627  1.157896  5.055743  0.0691
O  -3.529008  1.611331  5.472202  -0.1334

Cartesian forces (eV/Å) of the 3 atoms listed first:
-1.79 -0.09 -0.14
0.16 0.44 0.06
1.61 -0.36 0.04


| no. | energy (a.u.) |
| --- | --- |
| 1 | -2477.05442 |
| 2 | -689.82591 |
| 3 | -3255.00101 |
| 4 | -566.74601 |
| 5 | -5910.62650 |
| 6 | -552.22753 |